{"formula": "C70H154F9N4O8P2", "method": "wB97M-V/def2-TZVPD", "symbols": ["C", "C", "C", "N", "C", "C", "C", "C", "C", "H", "H", "H", "H", "H", "H", "H", "H", "H", "H", "H", "H", "H", "H", "H", "H", "H", "H", "C", "C", "C", "N", "C", "C", "C", "C", "C", "H", "H", "H", "H", "H", "H", "H", "H", "H", "H", "H", "H", "H", "H", "H", "H", "H", "H", "C", "N", "C", "C", "C", "C", "O", "H", "H", "H", "H", "H", "H", "H", "H", "H", "H", "H", "H", "H", "H", "C", "N", "C", "C", "C", "C", "O", "H", "H", "H", "H", "H", "H", "H", "H", "H", "H", "H", "H", "H", "H", "C", "C", "C", "C", "P", "C", "C", "C", "C", "C", "C", "C", "C", "C", "C", "C", "C", "H", "H", "H", "H", "H", "H", "H", "H", "H", "H", "H", "H", "H", "H", "H", "H", "H", "H", "H", "H", "H", "H", "H", "H", "H", "H", "H", "H", "H", "H", "H", "H", "H", "H", "H", "H", "C", "C", "C", "C", "P", "C", "C", "C", "C", "C", "C", "C", "C", "C", "C", "C", "C", "H", "H", "H", "H", "H", "H", "H", "H", "H", "H", "H", "H", "H", "H", "H", "H", "H", "H", "H", "H", "H", "H", "H", "H", "H", "H", "H", "H", "H", "H", "H", "H", "H", "H", "H", "H", "C", "O", "O", "C", "F", "F", "F", "C", "C", "H", "H", "H", "H", "H", "H", "C", "O", "O", "C", "F", "F", "F", "C", "C", "H", "H", "H", "H", "H", "H", "C", "O", "O", "C", "F", "F", "F", "C", "C", "H", "H", "H", "H", "H", "H"], "xyz": [[5.26801, 8.12147, 1.26027], [4.65841, 6.85261, 0.67327], [5.81826, 5.80211, 0.50377], [5.23782, 4.47603, -0.05911], [4.63699, 3.65232, 1.11443], [6.38134, 3.60605, -0.68777], [5.67028, 2.52354, -1.67793], [4.22478, 3.09312, -1.83503], [4.25532, 4.51656, -1.24808], [4.70488, 9.03910, 1.09018], [6.19622, 8.38292, 0.75216], [5.53371, 8.16734, 2.31639], [4.21383, 7.00022, -0.31093], [3.75961, 6.69426, 1.26925], [6.37716, 5.50734, 1.39194], [6.68639, 6.11251, -0.07769], [4.82915, 2.61965, 0.82329], [3.59825, 3.94715, 1.26344], [5.23608, 3.78864, 2.01475], [7.06756, 3.24003, 0.07591], [6.93230, 4.35322, -1.25902], [5.67246, 1.55655, -1.17493], [6.07361, 2.38407, -2.68092], [3.53966, 2.44118, -1.29308], [3.95266, 3.01398, -2.88754], [3.32212, 5.03068, -1.01808], [4.64505, 5.24825, -1.95578], [-4.20597, 4.07348, 3.43815], [-2.93279, 4.27582, 4.26730], [-2.36286, 3.00880, 4.89946], [-0.90582, 3.21555, 5.46075], [-0.90459, 4.31514, 6.53021], [0.15714, 3.47960, 4.35055], [1.41123, 2.61593, 4.65324], [1.19074, 2.12377, 6.05180], [-0.33837, 1.93259, 6.15232], [-4.55810, 5.04512, 3.09172], [-4.97487, 3.62814, 4.06946], [-3.98748, 3.41132, 2.60036], [-3.19392, 4.98290, 5.05467], [-2.24478, 4.85338, 3.64991], [-2.22050, 2.13951, 4.25746], [-3.01985, 2.63154, 5.68313], [0.09193, 4.38933, 6.96559], [-1.53865, 3.93097, 7.32925], [-1.24272, 5.26893, 6.12518], [0.22798, 4.56641, 4.30652], [-0.31687, 2.99994, 3.49421], [2.36789, 3.09351, 4.44149], [1.48152, 1.78671, 3.94929], [1.67435, 2.70268, 6.83862], [1.68896, 1.15707, 6.12510], [-0.54919, 1.93012, 7.22173], [-0.54916, 1.03103, 5.57710], [2.19421, 0.37506, -7.02756], [1.55609, 1.39927, -7.96636], [2.52137, 2.02600, -8.94351], [0.57895, 0.50957, -8.89194], [0.70960, 2.49102, -7.27961], [-0.14180, 2.24487, -5.96752], [-1.02871, 1.14723, -6.09395], [1.37078, 0.18692, -6.33860], [3.01134, 0.96518, -6.61263], [2.54266, -0.45404, -7.64340], [3.05364, 1.19040, -9.39801], [3.26367, 2.51460, -8.31235], [2.11151, 2.65951, -9.73013], [-0.06323, 1.09713, -9.54805], [0.01406, -0.19016, -8.27601], [1.23582, -0.11358, -9.49883], [0.03123, 2.83198, -8.06170], [1.40193, 3.30646, -7.07028], [-0.74366, 3.13216, -5.77110], [0.46662, 2.18780, -5.06493], [-1.66084, 1.18801, -5.37260], [1.27014, 2.03895, 0.30804], [-0.00995, 1.22869, 0.07021], [-0.13806, 0.24931, 1.18866], [-1.17904, 2.24777, 0.04236], [-0.05485, 0.37656, -1.24039], [0.52318, 1.03219, -2.54837], [-0.10861, 2.25343, -2.80073], [2.06137, 1.34717, 0.01908], [1.32668, 2.45232, 1.31502], [1.22491, 2.79096, -0.47971], [-0.31266, 0.86705, 2.06958], [0.79194, -0.31751, 1.23242], [-0.96944, -0.42751, 0.99166], [-1.23299, 2.65696, 1.05120], [-2.10231, 1.83712, -0.36635], [-0.89024, 3.07393, -0.60738], [-1.09214, 0.04669, -1.29801], [0.54105, -0.52673, -1.10970], [0.35813, 0.32963, -3.36525], [1.60264, 1.18301, -2.53672], [-1.03555, 2.09504, -2.99382], [0.77440, -2.87549, -6.06430], [0.20953, -2.29886, -4.82162], [-0.60586, -3.34003, -3.94984], [-1.24257, -2.62765, -2.72586], [-2.65539, -3.30209, -1.74451], [-2.12281, -4.81758, -0.77957], [-1.71111, -5.99018, -1.69453], [-1.40523, -7.28299, -0.90549], [-2.64687, -7.90214, -0.30458], [-3.11818, -1.96058, -0.60146], [-3.76259, -0.64181, -1.10453], [-4.27101, 0.34382, -0.09803], [-5.61595, -0.06670, 0.46904], [-4.09391, -3.72995, -2.96125], [-5.29794, -4.41709, -2.24713], [-6.34555, -4.99874, -3.25645], [-7.72289, -5.32157, -2.65593], [0.05931, -3.51350, -6.58362], [1.73631, -3.28433, -5.75498], [1.08721, -2.09259, -6.75517], [-0.40821, -1.42474, -5.02760], [1.04787, -1.89466, -4.25424], [0.05997, -4.12701, -3.59565], [-1.39544, -3.72299, -4.59636], [-1.50010, -1.60864, -3.01467], [-0.43831, -2.46810, -2.00767], [-2.95487, -5.08528, -0.12832], [-1.26280, -4.48859, -0.19628], [-0.71629, -5.72519, -2.05262], [-2.34054, -6.11085, -2.57621], [-0.71682, -6.91126, -0.14652], [-0.89183, -8.01906, -1.52413], [-3.11269, -8.40539, -1.15183], [-3.38065, -7.17148, 0.03572], [-2.49141, -8.65302, 0.47010], [-2.12126, -1.79071, -0.19477], [-3.68172, -2.38537, 0.22924], [-4.49544, -0.82673, -1.88992], [-2.99477, -0.10267, -1.65939], [-4.41050, 1.30180, -0.59896], [-3.57917, 0.58288, 0.70962], [-6.02357, 0.76913, 1.03766], [-5.63985, -1.00763, 1.01876], [-6.26329, -0.21864, -0.39466], [-3.63261, -4.40853, -3.67878], [-4.41417, -2.78684, -3.40408], [-5.77027, -3.60607, -1.69284], [-5.03066, -5.22739, -1.56884], [-5.94056, -5.84566, -3.81036], [-6.44830, -4.24820, -4.04017], [-8.39577, -5.58072, -3.47335], [-8.12530, -4.45891, -2.12492], [-7.74503, -6.14428, -1.94126], [5.84549, -2.65632, 4.30345], [4.48177, -3.01951, 3.65340], [3.37677, -2.05759, 4.14713], [1.95638, -2.25775, 3.50664], [0.86450, -3.60239, 4.19920], [-0.89669, -3.24484, 3.65332], [-1.69730, -2.05636, 4.11729], [-2.92041, -1.88064, 3.21186], [-3.83862, -0.71365, 3.66852], [1.46475, -5.26977, 3.59916], [0.92679, -6.54615, 4.18573], [-0.26900, -7.14498, 3.40869], [-0.60960, -8.54488, 3.77494], [1.10233, -3.67896, 5.97185], [0.90629, -2.28103, 6.61220], [0.07568, -2.44683, 7.96583], [1.03099, -2.98981, 9.13303], [6.23025, -1.69172, 3.97238], [6.64450, -3.37235, 4.11114], [5.77150, -2.73148, 5.38833], [4.38416, -4.03159, 4.04621], [4.39914, -3.09400, 2.56909], [3.68389, -1.02627, 3.97349], [3.25262, -2.08677, 5.22965], [1.98168, -2.39762, 2.42594], [1.44675, -1.33991, 3.79983], [-1.52937, -4.08010, 3.95358], [-0.88914, -3.16992, 2.56592], [-1.21060, -1.09060, 3.98117], [-1.94768, -2.20529, 5.16764], [-3.58694, -2.74307, 3.20490], [-2.65095, -1.78862, 2.15972], [-3.90911, -0.78008, 4.75421], [-4.81710, -0.77364, 3.19202], [-3.39142, 0.24453, 3.40395], [2.54098, -5.23836, 3.76901], [1.50810, -5.20195, 2.51213], [0.70515, -6.49294, 5.25162], [1.62887, -7.37733, 4.12005], [0.11057, -7.05246, 2.39112], [-1.13827, -6.49523, 3.51021], [0.33335, -9.08955, 3.82270], [-1.25862, -9.09627, 3.09461], [-0.99617, -8.64177, 4.78948], [2.09547, -4.07841, 6.17731], [0.38402, -4.44454, 6.26513], [0.46288, -1.52767, 5.96111], [1.84107, -1.73099, 6.72057], [-0.59259, -3.28120, 7.75283], [-0.57307, -1.60668, 8.21357], [1.64171, -3.84849, 8.85410], [0.57118, -3.13465, 10.11063], [1.74547, -2.17992, 9.28030], [-3.72442, 2.57258, -3.61109], [-4.38225, 2.74631, -4.86720], [-2.75921, 1.62239, -3.74869], [-3.32773, 4.03874, -3.08803], [-2.43277, 4.71228, -3.75919], [-4.42707, 4.86909, -3.14755], [-2.92809, 3.97675, -1.76930], [-3.78313, 3.43060, -6.03061], [-4.93921, 3.69440, -7.03822], [-5.63553, 2.86585, -7.16762], [-5.51355, 4.49877, -6.57862], [-4.62526, 3.90024, -8.06153], [-2.94907, 2.81472, -6.36694], [-3.32444, 4.39668, -5.81990], [-4.51547, 2.13266, -3.00379], [1.86478, -3.30746, -0.14546], [2.37625, -2.19261, -0.92692], [0.54726, -2.95216, 0.28069], [2.09321, -4.78656, -0.75189], [1.59213, -5.73530, 0.06303], [1.44041, -5.08284, -1.90886], [3.38625, -5.10490, -0.89940], [3.72078, -1.81429, -0.81001], [3.93320, -0.69985, -1.84882], [3.56552, -1.09246, -2.79686], [3.47073, 0.23328, -1.52714], [4.99435, -0.45081, -1.85479], [4.45682, -2.58015, -1.05455], [4.07986, -1.43852, 0.14810], [2.52062, -3.23889, 0.72245], [1.01501, 7.21742, -0.00071], [1.40288, 6.56040, -1.17816], [0.19399, 8.31186, -0.34605], [0.71543, 6.33386, 1.30811], [-0.52608, 5.92165, 1.36398], [1.45846, 5.23305, 1.25248], [1.18607, 6.90314, 2.44217], [0.32936, 5.85045, -1.79642], [0.83662, 5.20962, -3.10217], [0.05703, 4.58447, -3.53749], [1.04726, 6.00583, -3.81616], [1.70124, 4.54790, -3.05046], [-0.61982, 6.27916, -2.11793], [0.03222, 5.00236, -1.17952], [1.95181, 7.70890, 0.26185]], "lowdin_charge": [-0.09, -0.20, -0.08, -0.22, 0.04, -0.05, -0.10, -0.15, -0.08, 0.09, 0.07, 0.08, 0.10, 0.09, 0.13, 0.13, 0.09, 0.09, 0.10, 0.13, 0.12, 0.08, 0.12, 0.06, 0.12, 0.11, 0.15, -0.07, -0.23, -0.09, -0.22, 0.04, -0.05, -0.15, -0.17, -0.07, 0.10, 0.08, 0.07, 0.11, 0.11, 0.10, 0.14, 0.11, 0.11, 0.11, 0.14, 0.10, 0.12, 0.09, 0.13, 0.11, 0.14, 0.12, 0.03, -0.32, 0.00, 0.05, -0.05, -0.22, -0.08, 0.08, 0.11, 0.11, 0.10, 0.10, 0.12, 0.11, 0.09, 0.10, 0.13, 0.13, 0.12, 0.09, 0.04, 0.03, -0.28, -0.01, 0.05, -0.04, -0.19, -0.09, 0.09, 0.09, 0.10, 0.08, 0.10, 0.09, 0.09, 0.08, 0.07, 0.09, 0.10, 0.11, 0.10, 0.04, -0.10, -0.27, -0.18, -0.25, 1.10, -0.24, -0.23, -0.24, -0.10, -0.26, -0.23, -0.28, -0.09, -0.22, -0.24, -0.25, -0.10, 0.09, 0.09, 0.04, 0.09, 0.09, 0.09, 0.10, 0.08, 0.06, 0.08, 0.07, 0.08, 0.11, 0.08, 0.12, 0.08, 0.06, 0.07, 0.05, 0.09, 0.12, 0.07, 0.11, 0.08, 0.08, 0.06, 0.08, 0.08, 0.09, 0.10, 0.10, 0.11, 0.10, 0.08, 0.07, 0.07, -0.09, -0.24, -0.22, -0.23, 1.09, -0.23, -0.26, -0.25, -0.07, -0.24, -0.23, -0.28, -0.10, -0.27, -0.24, -0.20, -0.07, 0.07, 0.08, 0.08, 0.09, 0.10, 0.11, 0.08, 0.06, 0.06, 0.10, 0.08, 0.09, 0.12, 0.12, 0.07, 0.08, 0.07, 0.04, 0.08, 0.08, 0.11, 0.12, 0.10, 0.10, 0.08, 0.08, 0.09, 0.11, 0.09, 0.06, 0.09, 0.08, 0.09, 0.07, 0.08, 0.06, -0.43, -0.11, -0.21, -0.51, 0.16, 0.11, 0.09, -0.21, -0.05, 0.07, 0.08, 0.07, 0.08, 0.10, 0.13, -0.37, -0.12, -0.26, -0.50, 0.11, 0.11, 0.15, -0.28, -0.06, 0.09, 0.03, 0.07, 0.12, 0.11, 0.10, -0.49, -0.10, -0.23, -0.59, 0.16, 0.08, 0.12, -0.24, -0.08, 0.04, 0.08, 0.04, 0.13, 0.08, 0.11], "orbital_gap_ev": 4.3, "charge": 3, "molar_mass_g_mol": 1412.95, "homo_ev": -10.203}